16
Properties=species:S:1:pos:R:3:mulliken_charge:R:1 method="wB97M-V/def2-TZVPD" multiplicity=1 e_above_lowest_kj_mol=702.32 total_charge=+2
C -0.472 0.052 0.230 0.77
C -1.223 -0.777 -0.448 -1.03
N 1.536 0.649 -2.451 0.20
N -0.380 -0.138 1.587 1.12
N -0.827 -1.169 2.236 -0.68
N 1.618 0.930 -3.607 0.03
N 0.170 0.835 2.244 -0.84
H -1.414 -0.736 -1.503 0.24
H 0.033 0.921 -0.075 0.23
H -1.692 -1.684 0.003 0.18
H -1.056 -2.096 1.779 0.26
H -0.534 -1.126 3.186 0.25
H 2.564 1.206 -4.087 0.40
H 0.800 0.722 -4.161 0.34
H 0.254 1.751 1.730 0.27
H 0.023 0.873 3.199 0.25